216
Properties=species:S:1:pos:R:3:forces:R:3:lowdin_charge:R:1 method="wB97M-V/def2-TZVPD" homo_energy_ev=-8.30 max_force_ev_per_a=4.1 e_above_lowest_kcal_mol=133.7
C 5.08859 -5.34870 -2.29776 1.37 -0.56 0.70 -0.64
O 3.96691 -4.93936 -2.10523 -0.23 -0.15 -0.10 0.03
N 5.66191 -5.52088 -3.54282 -0.38 0.57 -0.36 0.14
N 5.98228 -5.77391 -1.26439 1.01 1.50 -0.77 0.11
H 6.65338 -5.73756 -3.63039 -0.70 0.11 0.07 0.10
H 5.20669 -5.02762 -4.31637 0.39 -0.39 0.57 0.11
H 5.68600 -5.54717 -0.30003 -0.07 0.14 -0.59 0.05
H 6.91201 -5.30346 -1.46984 -1.41 -1.10 0.68 0.11
C 4.25868 0.05349 -4.90230 0.29 -3.80 1.10 -0.67
O 4.20942 -1.19469 -4.87458 -0.18 1.24 0.68 -0.01
N 4.60617 0.61861 -6.05123 -0.98 1.73 0.37 0.18
N 3.97292 0.82993 -3.82209 0.47 2.51 1.16 0.17
H 4.63244 1.59179 -6.05423 0.34 1.69 -0.45 0.08
H 5.15527 0.12419 -6.67451 0.87 -1.14 -1.23 0.09
H 4.37596 1.78601 -3.66876 -0.47 -1.27 -1.06 0.12
H 3.88820 0.44805 -2.88415 -0.32 -1.05 -0.43 0.07
C -0.23727 1.29760 -3.86514 -0.25 -1.31 -1.42 -0.71
O -0.61346 1.89046 -2.90218 -0.69 1.33 2.06 0.05
N 0.78850 1.77984 -4.64872 0.91 0.73 0.51 0.15
N -0.85968 0.16150 -4.32238 1.46 -0.19 -1.60 0.16
H 1.35791 1.17608 -5.24143 -0.36 0.22 0.48 0.09
H 1.30574 2.46346 -4.07164 -0.19 -0.61 -0.91 0.10
H -1.43193 -0.38118 -3.70221 -0.22 0.12 0.51 0.06
H -0.23732 -0.35874 -4.94385 -0.79 -0.10 0.22 0.10
C -8.19202 -1.88791 2.24433 -0.35 -2.09 2.36 -0.18
O -7.51019 -0.86463 1.70051 0.12 3.09 -0.82 -0.19
C -8.31051 0.38378 1.72377 0.91 -1.14 1.20 -0.17
C -7.37901 1.54912 1.66940 0.45 -0.93 1.06 -0.20
N -6.70913 1.51755 2.97340 -0.01 1.38 -0.11 -0.05
C -5.56908 2.37271 3.08679 0.93 1.03 -0.25 -0.21
C -4.33392 1.96257 2.26806 0.47 1.49 -0.65 -0.22
O -3.46886 1.05191 2.90850 0.16 0.55 -0.85 -0.20
C -3.80135 -0.28012 2.64711 0.53 -1.01 1.80 -0.11
H -8.50117 -1.62991 3.25768 -0.12 0.13 0.53 0.08
H -7.51637 -2.75425 2.41223 -0.42 0.34 -0.63 0.09
H -9.12847 -2.18638 1.79101 -0.12 -0.18 -0.90 0.09
H -8.89977 0.51414 2.68475 0.67 -0.63 -0.87 0.15
H -8.97825 0.31196 0.92320 -1.15 0.09 -1.36 0.09
H -7.95729 2.44041 1.59000 -0.65 0.91 0.22 0.11
H -6.73901 1.59517 0.79131 0.37 -0.58 -0.14 0.09
H -6.45458 0.62337 3.32631 -0.23 -1.00 -0.33 0.09
H -5.24549 2.48516 4.13082 -0.15 -0.20 -0.09 0.12
H -5.81911 3.40251 2.76123 -0.17 -0.42 0.07 0.12
H -3.72622 2.89698 2.04968 -0.54 -0.99 0.31 0.13
H -4.64556 1.55782 1.28307 0.12 0.16 0.34 0.10
H -4.41828 -0.58333 3.51482 0.09 -0.64 -0.59 0.10
H -2.87959 -0.88420 2.61155 -0.25 0.23 0.31 0.06
H -4.29945 -0.50016 1.72564 -0.66 0.39 -0.70 0.06
C 1.40024 6.72913 1.31337 0.75 -2.11 1.06 -0.07
O 2.34773 6.54090 2.41923 -1.22 0.25 -1.40 -0.22
C 1.99444 5.40878 3.23340 0.05 1.18 -0.80 -0.23
C 3.25477 5.09609 3.97224 0.16 -1.53 1.38 -0.21
N 4.40282 4.59548 3.18925 -0.56 0.43 -1.33 -0.03
C 4.13621 3.37400 2.32186 -0.50 1.19 1.48 -0.18
C 5.49204 2.69448 2.20941 -0.64 -1.63 0.28 -0.15
O 5.35512 1.64083 1.17896 1.94 2.76 0.02 -0.20
C 4.87283 0.44321 1.61095 -3.96 0.08 -0.56 -0.15
H 0.40753 7.08697 1.60914 0.18 -0.21 0.24 0.09
H 1.37566 5.74037 0.80885 -0.63 0.41 0.15 0.08
H 1.80192 7.36241 0.57258 0.74 1.15 -0.45 0.06
H 1.66706 4.55097 2.62164 -0.07 0.26 0.03 0.10
H 1.18547 5.77316 3.88479 0.06 -0.64 0.15 0.13
H 3.06867 4.24584 4.66126 -0.28 0.44 -0.07 0.12
H 3.45221 5.95955 4.64689 0.62 -0.46 -0.74 0.13
H 4.64141 5.28132 2.46579 0.15 0.23 0.69 0.07
H 3.69946 3.64517 1.33904 0.46 -0.10 0.44 0.10
H 3.35070 2.76619 2.80920 0.61 -0.03 -0.10 0.09
H 5.81982 2.27451 3.22607 -0.59 0.26 -1.37 0.15
H 6.26918 3.44204 1.97336 -0.30 -0.51 -0.54 0.11
H 5.43409 0.02818 2.38826 0.97 -1.02 1.16 0.07
H 4.68792 -0.20604 0.74214 0.69 0.09 0.35 0.06
H 3.77790 0.57759 1.95204 1.22 -0.26 0.15 0.11
C 4.07767 -2.26618 4.53040 -0.14 -1.12 2.54 -0.14
O 5.00080 -2.33225 3.49429 0.27 0.00 0.19 -0.18
C 4.44841 -2.68601 2.23410 -1.27 1.31 0.07 -0.23
C 4.01715 -4.10156 1.95597 0.03 -1.63 -0.46 -0.18
N 5.15670 -5.06353 1.83336 -1.01 -1.47 0.41 -0.05
C 4.85997 -6.45868 2.39565 -0.26 0.88 -0.04 -0.16
C 3.95414 -7.28666 1.46840 -1.11 -0.05 1.93 -0.19
O 2.59019 -6.82941 1.57968 0.62 0.08 0.56 -0.20
C 1.97247 -6.51312 0.37599 1.53 -1.22 -2.19 -0.12
H 4.32801 -1.66213 5.42615 1.00 0.40 -0.95 0.09
H 4.03414 -3.25053 5.06191 -0.67 0.23 -0.76 0.10
H 3.10447 -1.86434 4.29328 -0.53 -0.27 -0.77 0.07
H 5.21883 -2.32696 1.57853 0.23 -0.19 -0.83 0.10
H 3.53438 -2.04801 2.08474 0.62 -0.38 -0.09 0.13
H 3.49777 -4.16644 0.95661 0.28 0.52 1.03 0.11
H 3.28611 -4.47970 2.70874 0.42 0.38 -0.33 0.11
H 5.94262 -4.71517 2.34402 0.42 0.29 0.41 0.09
H 4.43951 -6.39662 3.43375 0.09 -0.03 -0.80 0.12
H 5.80554 -6.99399 2.47575 0.17 0.10 -0.06 0.11
H 3.89294 -8.36280 1.74056 0.60 0.56 0.02 0.13
H 4.34940 -7.19897 0.49193 0.13 0.09 -1.34 0.08
H 2.69511 -6.03795 -0.30308 -0.03 0.17 0.05 0.06
H 1.20226 -5.80443 0.49960 -1.23 0.50 0.49 0.05
H 1.66434 -7.42268 -0.22241 -0.23 0.70 0.83 0.11
C -1.49302 -4.87830 -0.10363 1.14 2.38 -0.36 -0.14
O -2.84565 -4.71434 -0.38890 -1.09 -0.08 0.98 -0.21
C -3.59200 -4.22760 0.74646 1.34 -0.19 0.51 -0.19
C -5.09324 -4.52292 0.46841 0.50 0.19 -0.53 -0.19
N -5.60904 -4.03964 -0.81248 0.91 0.87 -0.20 -0.06
C -5.21232 -2.62372 -1.11747 0.57 -2.01 -0.72 -0.17
C -5.79997 -2.31641 -2.49445 0.41 3.27 2.09 -0.19
O -7.02753 -1.66025 -2.20729 -1.50 -0.59 -1.37 -0.19
C -7.72698 -1.38211 -3.42758 1.11 0.68 -0.45 -0.10
H -1.04372 -3.82164 0.02029 -0.19 -1.62 0.22 0.08
H -1.05704 -5.27834 -0.99940 0.37 -0.37 -0.43 0.08
H -1.20285 -5.50127 0.74646 -0.52 -0.01 0.19 0.08
H -3.40640 -3.10948 0.91215 -0.30 -1.16 -0.45 0.11
H -3.07798 -4.69667 1.68418 -1.52 0.47 -1.25 0.14
H -5.65549 -3.92221 1.17354 -0.26 -0.51 0.80 0.09
H -5.31574 -5.60926 0.45094 0.18 0.64 0.69 0.13
H -5.30521 -4.64341 -1.57460 0.17 0.19 0.26 0.10
H -4.11366 -2.45794 -1.10868 -0.43 -0.31 -0.19 0.09
H -5.61748 -2.00569 -0.33400 -0.50 0.49 0.10 0.10
H -5.92619 -3.18005 -3.07785 -0.15 -1.23 -0.93 0.10
H -5.20904 -1.52265 -3.00445 0.23 -0.80 -0.13 0.12
H -8.15996 -2.21472 -4.00165 0.90 -0.55 0.26 0.09
H -7.04737 -0.74275 -4.07237 -0.86 -0.75 0.40 0.09
H -8.61423 -0.83056 -3.22847 -0.47 0.87 0.63 0.06
C 7.49095 6.35251 3.40470 -0.86 -2.82 -0.27 -0.10
O 6.96636 6.22779 2.10411 0.21 -0.31 -1.07 -0.25
C 6.44099 7.31118 1.36588 -1.66 0.22 1.70 -0.22
C 6.42254 7.00948 -0.10111 0.24 0.11 -0.77 -0.23
N 5.88436 5.71925 -0.40701 -0.30 -1.75 -0.23 -0.07
C 4.50164 5.59666 -0.79014 -0.72 0.12 1.04 -0.20
C 4.16774 4.15346 -1.17126 2.19 -0.13 0.32 -0.27
O 2.83749 4.03021 -1.38018 -1.68 1.50 -0.31 -0.17
C 2.20960 2.80619 -1.17493 0.88 -0.16 0.88 -0.08
H 8.35900 6.96032 3.43262 0.87 0.73 0.15 0.07
H 7.74332 5.24919 3.59032 0.07 1.70 0.29 0.11
H 6.74476 6.61610 4.15489 -0.09 0.35 -0.04 0.08
H 7.00280 8.23214 1.54643 -0.14 0.12 0.19 0.12
H 5.32365 7.41185 1.71404 1.77 0.34 -0.56 0.15
H 7.38719 7.00547 -0.62577 0.30 0.58 0.73 0.12
H 5.83868 7.83360 -0.55449 0.05 -0.55 -0.05 0.13
H 6.12244 4.99285 0.29792 -0.08 1.06 -0.66 0.11
H 4.20236 6.31246 -1.56249 0.48 -0.30 -0.46 0.13
H 3.83541 5.90268 0.02456 -0.30 -0.24 0.38 0.09
H 4.53787 3.39965 -0.45137 -0.13 0.50 0.31 0.10
H 4.79392 3.91777 -2.03389 -0.09 -0.08 -0.77 0.11
H 2.42476 2.40032 -0.15036 -0.24 0.10 -0.83 0.10
H 2.55000 2.15144 -1.95163 0.11 -1.09 -0.29 0.06
H 1.17458 2.99883 -1.33146 -0.92 -0.16 0.10 0.07
C -8.43743 1.48937 -1.87162 1.79 0.30 -0.14 -0.09
O -7.32530 1.68357 -2.70383 1.22 -0.20 -0.72 -0.21
C -6.11846 2.08524 -2.04522 -0.98 -2.12 1.45 -0.22
C -5.12200 2.31455 -3.09274 -0.38 1.32 -1.35 -0.23
N -5.67984 3.32464 -4.00110 1.11 -0.43 -0.18 -0.02
C -4.72351 3.71544 -5.01799 -1.13 1.08 -0.37 -0.23
C -4.10409 2.74294 -5.94942 -0.63 -1.40 -1.14 -0.22
O -5.06642 2.02047 -6.74955 0.57 -1.18 0.59 -0.19
C -5.13369 0.58812 -6.53017 -0.69 0.49 1.11 -0.09
H -9.26978 1.49811 -2.51316 -1.30 -0.18 -0.67 0.08
H -8.44551 2.38346 -1.27393 -0.63 0.09 1.18 0.09
H -8.30578 0.53167 -1.38160 -0.36 -0.03 0.72 0.08
H -5.71219 1.27447 -1.33481 -0.84 0.83 -0.74 0.13
H -6.35402 2.97255 -1.45499 0.28 0.26 0.03 0.12
H -4.75396 1.40307 -3.57403 -0.43 -0.29 -0.12 0.11
H -4.25341 2.77373 -2.67376 0.80 0.31 0.55 0.12
H -6.58336 3.08130 -4.37324 0.02 -0.36 -0.09 0.11
H -3.87485 4.13595 -4.55267 1.07 0.80 1.03 0.10
H -5.15421 4.54019 -5.57783 -0.26 0.08 -0.24 0.12
H -3.43428 2.09901 -5.40308 0.09 -0.82 0.25 0.10
H -3.46157 3.21808 -6.67713 0.20 0.69 -0.06 0.12
H -5.34653 0.10553 -7.49187 0.01 0.14 0.30 0.08
H -5.96345 0.37327 -5.78459 0.70 0.14 -0.94 0.08
H -4.22524 0.12973 -6.07341 -0.25 0.61 -0.50 0.08
C -0.28327 2.34174 1.46911 -0.91 1.36 -1.10 -0.11
O 0.85091 1.69934 1.92976 1.08 -0.57 -1.38 -0.22
C 0.88619 1.39443 3.26821 0.19 -0.58 1.34 -0.24
C 0.04354 0.16767 3.61696 -0.36 -1.35 0.49 -0.17
N 0.38074 -0.98311 2.77993 1.76 0.23 -0.21 -0.05
C -0.31401 -2.24222 2.86603 -0.17 0.28 -0.16 -0.21
C 0.35991 -3.32022 3.71101 -0.61 0.60 -0.05 -0.22
O -0.52041 -4.37185 3.46613 -0.47 -1.03 -0.99 -0.23
C -0.23157 -5.60610 4.04693 0.02 0.22 1.67 -0.11
H -0.85874 1.71825 0.72527 0.45 0.56 0.84 0.09
H 0.05598 3.28148 0.95666 -0.39 -0.76 0.10 0.09
H -0.93994 2.68888 2.28925 0.06 -0.45 -0.27 0.09
H 0.43173 2.24709 3.77428 0.28 0.11 0.72 0.12
H 1.96809 1.26213 3.55745 -1.10 0.05 -0.18 0.13
H -0.99810 0.31577 3.33137 -0.45 0.96 0.89 0.09
H 0.15081 -0.08329 4.71535 -0.23 0.34 -1.13 0.14
H 0.33327 -0.63934 1.83857 0.15 -0.14 -0.42 0.06
H -0.39294 -2.67280 1.82758 -0.04 0.54 1.05 0.11
H -1.32236 -2.12752 3.31367 0.13 -0.06 -0.37 0.11
H 0.34753 -3.06678 4.78474 0.22 0.02 -0.08 0.13
H 1.38369 -3.51121 3.38406 0.09 -0.14 -0.06 0.10
H -0.27323 -5.40979 5.14094 0.33 -0.62 -0.18 0.09
H 0.75245 -6.01505 3.78008 -0.14 0.09 -0.13 0.08
H -1.02746 -6.33069 3.84024 0.19 0.28 -0.32 0.09
C -2.99786 0.20894 -1.28740 -1.04 0.74 -2.26 -0.09
O -2.31404 -0.77776 -2.02165 -0.19 -0.96 0.99 -0.22
C -1.47289 -1.55620 -1.16919 -0.64 -2.06 -0.94 -0.23
C -0.13604 -0.94178 -1.16682 2.55 -0.22 -0.15 -0.17
N 0.87676 -1.73379 -0.34341 -1.85 -0.76 -1.35 -0.01
C 1.66946 -2.72130 -1.13428 -2.06 0.34 -0.63 -0.17
C 2.57684 -2.03965 -2.09157 3.32 0.54 -2.30 -0.20
O 3.54939 -1.15524 -1.45348 -0.14 0.41 0.87 -0.25
C 4.92561 -1.60200 -1.49566 -1.68 0.94 2.43 -0.07
H -2.31963 0.81796 -0.73630 0.44 0.54 0.65 0.07
H -3.84272 -0.14233 -0.69064 0.23 -0.46 0.23 0.07
H -3.43361 0.81017 -2.11395 0.23 0.05 0.92 0.08
H -1.31701 -2.52860 -1.69229 -0.65 0.32 0.46 0.13
H -1.94630 -1.77887 -0.18042 0.41 0.46 -0.58 0.12
H -0.24600 0.07414 -0.80189 0.56 0.26 0.16 0.10
H 0.19967 -0.88705 -2.25896 -0.40 0.12 1.48 0.12
H 1.48368 -1.10638 0.10149 1.12 1.00 0.61 0.06
H 0.91726 -3.35530 -1.69270 0.82 0.62 0.32 0.14
H 2.20041 -3.43140 -0.52433 0.26 0.01 0.57 0.08
H 2.13041 -1.35136 -2.82721 -0.61 -0.47 0.37 0.10
H 3.26521 -2.67264 -2.74504 -1.56 -0.02 0.85 0.12
H 5.50944 -0.88949 -0.88194 -0.19 0.05 -0.82 0.08
H 5.17558 -1.61474 -2.51031 1.07 -0.57 -1.46 0.06
H 4.98725 -2.50107 -0.89896 0.27 -0.90 -0.53 0.07